[1]
ORCA calculation (wB97M-V/def2-TZVPD) on a cluster of 2 separate species, C19H18BrN2O4 in total in a non-equilibrium geometry.

Structure (ORCA input):
```
! RIJCOSX wB97M-V def2-TZVPD def2/J DEFGRID3
* xyz -1 1
Br -5.27 3.56 1.52
C -4.15 2.09 1.17
C -3.26 1.60 2.14
C -2.43 0.51 1.86
C -2.45 -0.14 0.60
C -1.54 -1.25 0.24
C -2.02 -2.24 -0.63
N -1.65 -3.56 -0.47
O -1.93 -4.39 -1.39
O -0.98 -3.90 0.54
C -3.44 0.30 -0.31
C -4.27 1.39 -0.04
H -3.18 2.13 3.09
H -1.71 0.16 2.61
H -0.83 -1.53 1.02
H -2.76 -2.06 -1.40
H -3.52 -0.19 -1.28
H -4.96 1.74 -0.80
C 1.22 -5.19 -1.40
C 1.89 -3.90 -1.04
O 0.95 -2.81 -1.18
C 1.37 -1.69 -0.58
C 0.36 -0.58 -0.64
N 0.87 0.52 -0.19
C 0.69 1.76 0.11
C 1.79 2.70 0.28
C 1.53 4.02 0.74
C 2.55 4.96 0.81
C 3.85 4.60 0.42
C 4.12 3.31 -0.02
C 3.11 2.35 -0.07
O 2.46 -1.60 -0.03
H 1.97 -5.98 -1.34
H 0.39 -5.44 -0.72
H 0.84 -5.14 -2.43
H 2.26 -3.96 0.00
H 2.71 -3.65 -1.72
H -0.21 -0.60 -1.62
H -0.30 2.21 0.29
H 0.50 4.26 1.02
H 2.32 5.97 1.16
H 4.66 5.34 0.46
H 5.13 3.02 -0.34
H 3.31 1.32 -0.40
*
```

HOMO level, eV: -3.120
LUMO, eV: 2.28
Energy, eV: -101204.0777
HOMO-LUMO gap, eV: 5.40
Relative energy (zero: lowest compared OMol25 entry of this formula, charge and spin), kJ/mol: 47.5

Results of the Mulliken charge analysis, in e, for atoms 1 through 5: Br -0.219; C 0.093; C -0.526; C -0.107; C 0.743



[2]
ORCA calculation (wB97M-V/def2-TZVPD) on a cluster of 15 separate species, H30O15 in total in a non-equilibrium geometry.

Structure (ORCA input):
```
! RIJCOSX wB97M-V def2-TZVPD def2/J DEFGRID3
* xyz 0 1
O 0.48 -0.19 -0.27
H -0.04 -0.16 0.54
H -0.07 -0.74 -0.87
O 1.85 0.67 2.74
H 1.20 1.26 2.41
H 1.45 0.14 3.46
O 2.56 0.62 -1.75
H 3.44 0.58 -2.15
H 2.31 -0.27 -1.83
O 3.57 1.48 0.47
H 3.09 0.99 -0.17
H 4.02 2.10 -0.18
O -0.88 -1.70 2.26
H -1.51 -2.09 2.80
H -0.10 -1.56 2.81
O 0.36 0.91 -3.45
H -0.18 0.54 -4.16
H 0.58 0.31 -2.73
O -0.39 2.27 1.94
H -1.25 2.01 2.18
H -0.36 3.20 2.16
O -2.12 2.54 -0.78
H -2.47 3.20 -0.15
H -2.17 1.69 -0.37
O -0.58 -3.40 -3.13
H -0.02 -4.21 -3.27
H -0.26 -2.88 -2.37
O -1.45 -0.78 -2.11
H -2.21 -1.28 -2.39
H -1.39 0.01 -2.65
O 2.30 -1.65 0.97
H 2.72 -2.07 0.23
H 1.91 -0.84 0.62
O -0.29 -3.13 -0.21
H -0.65 -3.74 0.40
H -0.37 -2.33 0.33
O 0.77 3.08 -0.87
H 0.36 2.62 -0.09
H 1.02 2.29 -1.32
O -2.50 0.14 0.47
H -2.63 -0.63 -0.04
H -3.33 0.56 0.65
O -2.05 0.45 3.42
H -1.85 -0.14 2.68
H -2.89 0.13 3.76
*
```

HOMO level, eV: -9.438
LUMO, eV: -0.42
Energy, eV: -31198.7310
HOMO-LUMO gap, eV: 9.01
Relative energy (zero: lowest compared OMol25 entry of this formula, charge and spin), kJ/mol: 283.1

Results of the Mulliken charge analysis, in e, for atoms 1 through 5: O 0.474; H 0.030; H -0.240; O -0.569; H 0.363



[3]
ORCA calculation (wB97M-V/def2-TZVPD) on the molecule C4H7NO in a non-equilibrium geometry.

Structure (ORCA input):
```
! RIJCOSX wB97M-V def2-TZVPD def2/J DEFGRID3
* xyz 0 1
C 2.22 -0.19 -1.12
C 1.31 -1.26 -0.56
C 0.17 -1.10 0.11
C -0.33 0.23 0.38
N -1.54 0.39 0.71
O -2.11 1.51 0.74
H 2.92 -0.76 -2.03
H 1.60 0.78 -1.53
H 2.88 0.25 -0.21
H 1.53 -2.36 -0.92
H -0.58 -1.96 0.31
H 0.39 0.98 0.04
H -1.34 2.15 0.54
*
```

HOMO level, eV: -8.732
LUMO, eV: 0.83
Energy, eV: -7794.8098
HOMO-LUMO gap, eV: 9.56
SMILES string: C/C=C\C=N\O
Relative energy (zero: lowest compared OMol25 entry of this formula, charge and spin), kJ/mol: 466.5

Results of the Mulliken charge analysis, in e, for atoms 1 through 5: C -0.939; C 0.030; C -0.278; C 0.035; N -0.329



[4]
ORCA calculation (wB97M-V/def2-TZVPD) on the molecule CH3NOS in a non-equilibrium geometry.

Structure (ORCA input):
```
! RIJCOSX wB97M-V def2-TZVPD def2/J DEFGRID3
* xyz 0 1
C 0.03 -0.35 0.03
N 1.12 0.46 0.18
O -2.65 -0.54 0.12
S -1.50 0.44 0.01
H 0.05 -1.45 0.27
H 1.86 0.00 -0.36
H 1.09 1.44 -0.26
*
```

HOMO level (alpha / beta), eV: -8.281 / -8.281
LUMO (alpha / beta), eV: -0.01 / -0.01
Energy, eV: -15456.6075
HOMO-LUMO gap (alpha / beta), eV: 8.27 / 8.27
Relative energy (zero: lowest compared OMol25 entry of this formula, charge and spin), kJ/mol: 212.4

Results of the Mulliken charge analysis, in e, for atoms 1 through 5: C -0.063; N -0.486; O -0.548; S 0.246; H 0.312



[5]
ORCA calculation (wB97M-V/def2-TZVPD) on a structure of composition C35H29HgN2O4P2STe in a non-equilibrium geometry.

Structure (ORCA input):
```
! RIJCOSX wB97M-V def2-TZVPD def2/J DEFGRID3
* xyz -2 2
Hg 0.71 -0.29 1.19
N -1.06 1.72 0.21
P 0.19 1.99 1.59
C -0.38 3.73 1.65
C -1.72 4.04 1.96
C -2.15 5.37 1.98
C -1.26 6.40 1.69
C 0.07 6.11 1.39
C 0.51 4.79 1.36
C 1.92 2.22 1.85
C 2.89 1.89 0.89
C 4.25 2.10 1.13
C 4.66 2.64 2.35
C 3.71 2.96 3.32
C 2.35 2.75 3.08
P -0.78 0.08 -0.62
C -1.91 0.47 -2.01
C -2.83 -0.56 -2.30
C -3.72 -0.45 -3.37
C -3.72 0.70 -4.16
C -2.82 1.73 -3.88
C -1.92 1.62 -2.82
C 0.58 0.27 -1.81
C 0.98 -0.83 -2.58
C 1.99 -0.68 -3.54
C 2.59 0.56 -3.75
C 2.19 1.66 -3.01
C 1.19 1.52 -2.05
H -1.07 2.51 -0.46
H -2.43 3.24 2.16
H -3.19 5.59 2.20
H -1.60 7.43 1.70
H 0.76 6.92 1.16
H 1.54 4.61 1.09
H 2.61 1.46 -0.05
H 4.98 1.84 0.38
H 5.71 2.81 2.54
H 4.04 3.37 4.27
H 1.63 3.01 3.84
H -2.84 -1.47 -1.70
H -4.41 -1.25 -3.59
H -4.41 0.79 -4.99
H -2.82 2.62 -4.50
H -1.24 2.44 -2.65
H 0.52 -1.80 -2.44
H 2.31 -1.53 -4.14
H 3.37 0.68 -4.50
H 2.65 2.63 -3.17
H 0.90 2.40 -1.49
O -0.87 -1.83 4.65
C -0.74 -1.70 3.45
O 0.19 -0.81 3.01
C -1.60 -2.51 2.53
C -2.54 -3.41 3.08
C -3.35 -4.18 2.25
C -3.25 -4.08 0.87
C -2.32 -3.20 0.28
C -1.50 -2.43 1.13
N -2.20 -3.10 -1.14
O -2.90 -3.76 -1.85
O -1.41 -2.36 -1.63
H -2.65 -3.51 4.15
H -4.08 -4.86 2.69
H -3.89 -4.69 0.25
H -0.79 -1.76 0.68
Te 1.18 -2.89 0.57
C 1.55 -4.91 0.07
C 2.63 -5.67 0.49
C 2.61 -6.98 0.00
C 1.51 -7.25 -0.81
S 0.56 -5.86 -0.91
H 3.41 -5.28 1.13
H 3.37 -7.71 0.22
H 1.30 -8.19 -1.28
H 2.27 0.11 0.70
*
```

HOMO level (alpha / beta), eV: 0.637 / -0.502
LUMO (alpha / beta), eV: 4.02 / 4.02
Energy, eV: -88806.5876
HOMO-LUMO gap (alpha / beta), eV: 3.38 / 4.52
⟨S²⟩: 0.776

Results of the Mulliken charge analysis, in e, for atoms 1 through 5: Hg 0.760; N -0.380; P 0.407; C -0.107; C -0.274